1.
Density functional theory data (the ωB97M-V functional and the def2-TZVPD basis) for a structure of composition C32H75Cl2Li6N5O16 at a distorted geometry.

Element x y z (Å)
Li1 -9.0580 16.4220 21.3769
Li2 -11.0246 18.4995 17.5320
Li3 -11.4548 19.4926 22.1871
Li4 -9.1038 19.6245 19.5425
Li5 -13.6572 19.3327 19.0261
Li6 -11.6857 16.1261 19.9014
Cl1 -13.0678 17.1392 18.2503
Cl2 -11.0828 17.1819 22.2204
C1 -11.4121 20.5402 20.0052
O1 -10.4680 20.6706 20.7773
O2 -12.5233 20.1664 20.4431
O3 -11.0889 20.0869 18.9105
C2 -9.0037 17.0946 19.0844
O4 -9.2551 17.9341 18.2662
O5 -9.8229 16.1784 19.3116
O6 -8.2024 17.4708 19.9697
C3 -7.5748 27.2486 22.4388
O7 -6.5753 26.3232 22.0153
C4 -5.5486 26.0813 22.9780
C5 -6.0531 25.0765 24.0619
N1 -5.9704 23.6545 23.7729
C6 -7.0250 23.2585 22.8238
C7 -6.6984 21.9282 22.0401
O8 -6.4898 20.8558 22.8585
C8 -7.1942 19.6864 22.4122
H1 -8.5460 27.1479 21.9543
H2 -7.1890 28.2606 22.3156
H3 -7.7536 27.0368 23.4930
H4 -5.2465 27.0108 23.4606
H5 -4.6499 25.7004 22.4928
H6 -7.0505 25.4007 24.3587
H7 -5.3680 25.1774 24.9037
H8 -5.1073 23.5982 23.2512
H9 -7.2373 24.0837 22.1440
H10 -7.9054 22.9550 23.3903
H11 -5.7840 22.1569 21.4926
H12 -7.4930 21.8405 21.2992
H13 -8.2565 19.6757 22.6563
H14 -6.8350 18.7937 22.9242
H15 -7.0464 19.6717 21.3324
C9 -7.6621 19.3168 26.7159
O9 -9.0041 19.8111 26.5933
C10 -9.4694 19.7661 25.2606
C11 -10.9322 19.9425 25.4445
N2 -11.7036 20.2710 24.2320
C12 -11.6073 21.6940 23.7881
C13 -12.3648 22.5957 24.7844
O10 -13.7443 22.5164 24.4950
C14 -14.1431 23.2988 23.2977
H16 -7.4755 19.4375 27.7830
H17 -6.9778 19.8621 26.0658
H18 -7.6763 18.2558 26.4666
H19 -9.1503 18.9019 24.6780
H20 -9.0000 20.5674 24.6898
H21 -11.3624 20.5106 26.2693
H22 -11.0944 18.9010 25.7219
H23 -12.6595 20.1722 24.5429
H24 -12.0862 21.7344 22.8098
H25 -10.5842 22.0523 23.6736
H26 -11.8516 23.5467 24.9267
H27 -12.3346 22.1184 25.7638
H28 -14.0725 24.3723 23.4726
H29 -15.1336 22.9743 22.9785
H30 -13.3931 23.1386 22.5232
C15 -13.6348 21.2236 16.6463
O11 -14.3167 20.7725 17.7500
C16 -15.7212 20.8894 17.7229
C17 -16.1843 20.6726 19.1343
N3 -15.7143 19.3551 19.6380
C18 -15.7309 19.3940 21.0896
C19 -15.0661 18.2492 21.9215
O12 -15.9348 17.1539 22.1350
C20 -15.3591 15.8768 21.9907
H31 -12.6412 20.7756 16.6394
H32 -13.5897 22.3033 16.7887
H33 -14.2078 21.1221 15.7246
H34 -16.2307 20.1632 17.0895
H35 -16.0105 21.9064 17.4579
H36 -17.2722 20.6656 19.2026
H37 -15.8230 21.4866 19.7627
H38 -16.3060 18.5746 19.3914
H39 -16.7628 19.5713 21.3924
H40 -14.9928 20.1538 21.3467
H41 -14.8315 18.6698 22.8993
H42 -14.0387 18.0679 21.6057
H43 -14.7308 15.5743 22.8284
H44 -14.8242 15.8109 21.0432
H45 -16.2223 15.2522 21.7605
C21 -10.5391 14.2995 14.5510
O13 -10.5295 15.6986 14.2721
C22 -9.5607 16.3850 15.1196
C23 -9.5255 17.9012 14.9260
N4 -10.6516 18.6563 15.5239
C24 -11.9491 18.5572 14.8460
C25 -12.4227 19.5966 13.7934
O14 -11.7728 19.3714 12.6124
C26 -12.5256 18.6377 11.6552
H46 -9.6905 13.7571 14.1341
H47 -11.3226 13.9623 13.8724
H48 -10.7033 14.0760 15.6051
H49 -8.5684 15.9539 14.9867
H50 -9.7610 16.0697 16.1436
H51 -9.2110 18.2348 13.9371
H52 -8.6986 18.2260 15.5575
H53 -10.2516 19.5712 15.3714
H54 -12.7812 18.5300 15.5494
H55 -12.0902 17.6160 14.3146
H56 -11.9439 20.5393 14.0586
H57 -13.4863 19.8200 13.7104
H58 -13.4289 19.2298 11.5082
H59 -12.7460 17.6418 12.0397
H60 -12.0453 18.6336 10.6768
C27 -6.9280 20.4573 17.8921
O15 -8.1080 21.1643 18.3690
C28 -7.9875 22.4943 17.9033
C29 -9.2747 23.3152 17.7826
N5 -10.0792 23.1582 18.9575
C30 -11.4146 23.7078 18.8514
C31 -12.2754 23.7036 20.1628
O16 -12.2582 24.7943 21.0718
C32 -10.9512 25.1192 21.6845
H61 -7.0030 20.2528 16.8241
H62 -6.7866 19.4792 18.3518
H63 -6.0271 20.9975 18.1832
H64 -7.6053 22.5713 16.8854
H65 -7.1794 22.9626 18.4652
H66 -9.9395 22.8292 17.0684
H67 -8.8937 24.2841 17.4598
H68 -9.9919 22.2620 19.4150
H69 -12.0758 23.3778 18.0502
H70 -11.3436 24.7405 18.5102
H71 -12.0860 22.8414 20.8022
H72 -13.3337 23.6171 19.9164
H73 -10.5564 24.1896 22.0945
H74 -11.2235 25.8867 22.4089
H75 -10.3072 25.3447 20.8345

---

2.
Density functional theory data (the ωB97M-V functional and the def2-TZVPD basis) for a cluster of 5 separate species, C32H75FIN8O7PS in total at a distorted geometry.

Summary:
SMILES string	CCP(C)[C@]1(CCO)C(=O)N[C@](CCCS)(CC(N)(N)N)[C@]1(F)CC(=O)I.COC[C@@H](C)N.COC[C@@H](C)N.COC[C@@H](C)N.COC[C@@H](C)N

Element x y z (Å)
C1 0.5085 -4.0810 3.3077
C2 1.1820 -2.6927 3.2047
P1 0.5755 -1.4859 4.4836
C3 2.1482 -0.6115 4.8059
C4 -0.2958 -0.1072 3.4638
C5 0.5755 0.3833 2.2653
C6 0.9484 1.8690 2.1684
O1 2.0926 2.2763 2.9062
C7 -0.6086 0.9831 4.5086
O2 0.1802 1.6870 5.0877
N1 -1.9593 1.0377 4.6851
C8 -2.6923 -0.1215 4.1878
C9 -4.0882 0.3632 3.7500
C10 -5.0579 -0.6819 3.1879
C11 -6.0480 -0.1559 2.1370
S1 -5.3385 0.8305 0.7811
C12 -2.7942 -1.2984 5.1955
C13 -2.7667 -1.0424 6.7199
N2 -3.0405 -2.3718 7.3033
N3 -1.4617 -0.5665 7.1349
N4 -3.7457 -0.0600 7.1916
C14 -1.7448 -0.4756 2.9863
F1 -2.0641 0.4681 1.9880
C15 -1.9303 -1.8648 2.3424
C16 -2.5567 -1.8663 0.9600
O3 -3.6674 -2.1264 0.7174
I1 -1.1919 -1.4805 -0.6556
H1 -0.4864 -4.0247 3.7604
H2 1.1000 -4.7583 3.9301
H3 0.4083 -4.5497 2.3230
H4 2.2600 -2.8000 3.3680
H5 1.0908 -2.2939 2.1892
H6 1.9566 0.3401 5.3003
H7 2.6806 -0.4134 3.8730
H8 2.7757 -1.2397 5.4466
H9 0.0105 0.1706 1.3573
H10 1.4981 -0.1961 2.1809
H11 1.1124 2.0880 1.1049
H12 0.1158 2.4922 2.5082
H13 2.8658 1.8038 2.5656
H14 -2.2626 1.4759 5.5427
H15 -3.9441 1.1847 3.0462
H16 -4.5424 0.8040 4.6477
H17 -5.6708 -1.0750 4.0110
H18 -4.5386 -1.5430 2.7673
H19 -6.8474 0.4213 2.6086
H20 -6.5278 -1.0082 1.6488
H21 -5.7135 2.0324 1.2337
H22 -3.7230 -1.8517 5.0053
H23 -1.9830 -2.0101 5.0201
H24 -4.0465 -2.5275 7.3021
H25 -2.7933 -2.3155 8.2893
H26 -0.7980 -1.3348 7.1631
H27 -1.5247 -0.1706 8.0688
H28 -3.3376 0.8483 7.3712
H29 -4.5389 0.0424 6.5742
H30 -0.9640 -2.3505 2.2435
H31 -2.5617 -2.5059 2.9636
C17 -0.6019 2.6577 -1.5616
C18 0.9006 2.6364 -1.8293
C19 1.3142 3.3433 -3.1255
O4 1.0515 2.6149 -4.3086
C20 -0.2661 2.7142 -4.8128
N5 1.3669 1.2505 -1.7663
H32 -1.1280 1.9452 -2.1982
H33 -0.8047 2.3748 -0.5287
H34 -1.0234 3.6499 -1.7346
H35 1.3920 3.1859 -1.0181
H36 2.3983 3.4841 -3.1090
H37 0.8512 4.3382 -3.1826
H38 -0.6809 3.7130 -4.6398
H39 -0.9335 1.9730 -4.3646
H40 -0.2227 2.5388 -5.8868
H41 2.3794 1.2173 -1.8367
H42 1.0326 0.7657 -2.5971
C21 7.4021 1.2509 3.6610
C22 6.1827 1.4903 4.5442
C23 6.2408 0.7755 5.8994
O5 5.9950 -0.6177 5.8409
C24 7.1144 -1.4237 5.5347
N6 4.9702 1.1569 3.7952
H43 7.3811 0.2553 3.2160
H44 7.4161 1.9711 2.8437
H45 8.3301 1.3537 4.2267
H46 6.1394 2.5609 4.7684
H47 5.4508 1.1826 6.5353
H48 7.2013 0.9660 6.3970
H49 8.0284 -1.0163 5.9788
H50 7.2651 -1.5315 4.4574
H51 6.9296 -2.4107 5.9576
H52 4.1540 1.4237 4.3417
H53 4.9188 0.1428 3.7305
C25 -1.3999 -1.7855 -5.3720
C26 0.0835 -1.8159 -5.7254
C27 0.5174 -3.0835 -6.4722
O6 0.6234 -4.2364 -5.6613
C28 -0.5792 -4.9484 -5.4457
N7 0.8645 -1.5825 -4.5096
H54 -1.6169 -2.4342 -4.5227
H55 -1.7005 -0.7769 -5.0878
H56 -2.0182 -2.1026 -6.2143
H57 0.2846 -0.9810 -6.4051
H58 1.5202 -2.9187 -6.8751
H59 -0.1532 -3.2800 -7.3201
H60 -1.2170 -4.9244 -6.3352
H61 -1.1445 -4.5583 -4.5957
H62 -0.3097 -5.9826 -5.2352
H63 1.8479 -1.4804 -4.7414
H64 0.8146 -2.4244 -3.9411
C29 -1.1959 1.2574 -10.8724
C30 -0.8121 2.6478 -10.3781
C31 -0.3484 2.6817 -8.9172
O7 -1.3889 2.5671 -7.9651
C32 -1.7949 1.2485 -7.6594
N8 -1.9146 3.5716 -10.6477
H65 -2.1699 0.9539 -10.4868
H66 -1.2630 1.2544 -11.9597
H67 -0.4593 0.5103 -10.5704
H68 0.0438 2.9860 -10.9718
H69 0.1151 3.6526 -8.7248
H70 0.4118 1.9096 -8.7351
H71 -0.9464 0.5570 -7.6852
H72 -2.5692 0.8873 -8.3410
H73 -2.2065 1.2594 -6.6504
H74 -1.6269 4.5225 -10.4395
H75 -2.6656 3.3722 -9.9927

---

Computed energy above the lowest of the compared OMol25 structures with the same formula, charge and spin (kJ/mol) in order:
37.5, 0.0
Computed electronic energy (Ha) in order:
-3707.703171, -3366.041113